(1)
Below is 3 unconnected molecules or ions with the total composition C15H43ClN6O2P3, with properties calculated with wB97M-V/def2-TZVPD.

- Electronic energy: -69670.455 eV
- Total charge: -1
- HOMO energy: -2.1 eV

Last column: natural (NBO) charge in e.
CARTESIAN COORDINATES (ANGSTROEM)
C (-0.3220, -0.7842, -1.1673)  -0.980
P (0.5488, -1.2518, -2.7843)  0.684
C (2.3693, -0.8070, -2.4288)  -0.934
C (0.1013, -0.0919, -4.1795)  -0.927
Cl (-1.7094, -0.1960, -4.5548)  -0.231
H (-1.4364, -0.7351, -1.3038)  0.228
H (-0.1628, -1.5632, -0.3625)  0.210
H (0.0742, 0.1769, -0.7198)  0.200
H (2.5829, 0.2250, -2.8352)  0.208
H (2.9964, -1.5122, -3.0221)  0.216
H (2.6008, -0.8037, -1.3363)  0.208
H (0.3181, 0.9633, -3.8083)  0.132
O (0.3344, 3.3676, -0.8971)  -0.933
P (0.0881, 4.8576, -1.1815)  2.155
N (-1.3516, 4.6428, -2.0922)  -0.805
C (-1.3956, 3.9269, -3.3629)  -0.413
C (-2.4996, 4.2710, -1.2701)  -0.418
N (1.5245, 5.1078, -2.0832)  -0.777
C (1.6194, 5.4453, -3.4880)  -0.399
C (2.6635, 4.2608, -1.7289)  -0.400
N (-0.1707, 6.6382, -1.2831)  -0.676
C (-0.2403, 7.2312, 0.0612)  -0.422
C (-1.1260, 7.3231, -2.1411)  -0.395
H (-2.3482, 4.1237, -3.8637)  0.186
H (-1.2837, 2.8458, -3.2391)  0.224
H (-0.6349, 4.2806, -4.0524)  0.195
H (-2.7369, 5.0874, -0.5722)  0.174
H (-2.3040, 3.3705, -0.6792)  0.207
H (-3.3959, 4.1026, -1.8686)  0.204
H (1.5040, 4.5633, -4.1263)  0.189
H (2.6017, 5.8795, -3.7069)  0.184
H (0.9008, 6.2030, -3.7954)  0.196
H (2.5857, 3.2699, -2.1913)  0.198
H (2.7308, 4.1308, -0.6493)  0.205
H (3.6047, 4.7164, -2.0505)  0.177
H (-1.1872, 6.9859, 0.5600)  0.170
H (-0.1377, 8.3179, 0.0242)  0.188
H (0.5780, 6.8469, 0.6796)  0.200
H (-2.1588, 7.2256, -1.7848)  0.176
H (-1.0866, 6.9791, -3.1720)  0.212
H (-0.8837, 8.3923, -2.1697)  0.187
O (-1.1320, -3.8167, 1.3580)  -0.929
P (-0.3750, -4.2554, 2.6191)  2.156
N (0.6161, -5.3913, 1.7963)  -0.802
C (0.0876, -6.5614, 1.1120)  -0.404
C (1.6547, -4.7614, 0.9802)  -0.426
N (-1.7340, -4.9068, 3.4394)  -0.774
C (-1.9702, -6.2981, 3.7568)  -0.396
C (-3.0197, -4.2662, 3.1651)  -0.398
N (0.5810, -4.6225, 4.0996)  -0.672
C (1.1899, -3.3969, 4.6425)  -0.424
C (1.5211, -5.7205, 4.2689)  -0.394
H (0.9053, -7.2486, 0.8746)  0.186
H (-0.4321, -6.3033, 0.1842)  0.195
H (-0.5872, -7.1302, 1.7456)  0.191
H (2.3516, -4.2103, 1.6269)  0.182
H (1.2350, -4.0528, 0.2592)  0.222
H (2.2506, -5.4952, 0.4354)  0.200
H (-2.3646, -6.8505, 2.8967)  0.173
H (-2.7076, -6.3823, 4.5631)  0.187
H (-1.0839, -6.8080, 4.1303)  0.200
H (-3.4558, -4.6273, 2.2260)  0.185
H (-2.9093, -3.1849, 3.0976)  0.213
H (-3.7333, -4.4600, 3.9714)  0.178
H (2.0281, -3.0562, 4.0216)  0.177
H (1.5505, -3.5483, 5.6619)  0.189
H (0.4449, -2.5950, 4.6755)  0.203
H (2.4661, -5.5524, 3.7389)  0.180
H (1.1139, -6.6762, 3.9461)  0.206
H (1.7531, -5.8352, 5.3342)  0.189



(2)
Below is 7 unconnected molecules or ions with the total composition C15H43N13O7, with properties calculated with wB97M-V/def2-TZVPD.

- Energy relative to the best compared isomer or geometry (same formula, charge and spin): 0.00 kJ/mol
- SMILES: CC1(C)CCCC(C)(C)N1O.NC(N)=O.NC(N)=O.NC(N)=O.NC(N)=O.NC(N)=O.NC(N)=O
- Electronic energy: -49961.678 eV
- Total charge: 0
- HOMO energy: -8.9 eV

Last column: Mulliken charge in e.
CARTESIAN COORDINATES (ANGSTROEM)
C (-0.9386, -3.3802, 2.4169)  -1.587
C (-1.9161, -4.0015, 1.4201)  1.935
C (-3.1739, -3.1235, 1.2575)  -1.664
C (-2.8277, -1.7723, 0.7730)  0.422
C (-2.0901, -1.8588, -0.5469)  -1.012
C (-0.9787, -2.8866, -0.6516)  1.935
N (-1.4239, -4.1410, 0.0705)  -0.075
O (-0.2603, -4.9831, 0.1492)  -0.453
C (-0.8098, -3.3128, -2.1266)  -2.004
C (0.4192, -2.2349, -0.1409)  -0.153
C (-2.2888, -5.4305, 1.7950)  -1.905
H (-1.2214, -3.6414, 3.4136)  0.445
H (-0.9222, -2.3158, 2.3013)  0.098
H (0.0121, -3.8052, 2.2754)  0.419
H (-3.9027, -3.5933, 0.6052)  0.360
H (-3.7254, -3.0915, 2.1717)  0.478
H (-2.2912, -1.1984, 1.5579)  -0.730
H (-3.7455, -1.2420, 0.5687)  0.618
H (-1.7572, -0.9044, -0.9660)  -0.239
H (-2.9200, -2.2201, -1.2001)  0.495
H (-1.5898, -4.0035, -2.3152)  0.574
H (-0.8337, -2.3762, -2.7118)  0.266
H (0.1182, -3.7401, -2.3832)  0.410
H (1.2425, -2.8890, 0.1451)  0.269
H (0.8498, -1.6850, -0.9779)  -0.527
H (0.2757, -1.4161, 0.5772)  0.066
H (-2.9323, -5.5225, 2.6857)  0.396
H (-1.2976, -5.8984, 2.0611)  0.379
H (-2.5902, -5.9821, 0.9072)  0.383
H (-0.4180, -5.6940, -0.4889)  0.359
C (-0.3551, 4.2726, 0.0555)  0.603
O (-0.2333, 4.2311, 1.2877)  -0.831
N (-1.5140, 3.6961, -0.4910)  -0.348
N (0.5195, 4.7208, -0.7999)  -0.424
H (-2.2048, 3.4476, 0.2044)  0.204
H (-1.6938, 3.5252, -1.4828)  0.185
H (0.3763, 4.6141, -1.8027)  0.219
H (1.4470, 4.7354, -0.4483)  0.290
C (-1.5483, 1.3158, 3.1170)  0.399
O (-0.7051, 0.7429, 2.4218)  -0.582
N (-2.3012, 0.5872, 4.0560)  -0.628
N (-1.8118, 2.6754, 2.9804)  -0.302
H (-2.4449, -0.2965, 3.6806)  0.333
H (-3.2681, 1.0068, 4.2037)  0.269
H (-1.2139, 3.3469, 2.4413)  0.330
H (-2.3131, 2.9556, 3.8226)  0.192
C (-0.0152, 2.3000, -3.3913)  0.408
O (-0.6433, 3.3445, -3.3455)  -0.751
N (-0.5347, 1.0346, -3.0820)  -0.285
N (1.2817, 2.2268, -3.5477)  -0.140
H (-1.5535, 0.8425, -3.0032)  0.178
H (0.0428, 0.2117, -3.2873)  0.195
H (1.7223, 3.1369, -3.6566)  0.265
H (1.6551, 1.4724, -3.0152)  0.031
C (3.4147, -0.5063, -3.9905)  0.370
O (3.6325, -0.8005, -5.1328)  -0.641
N (2.3498, -1.1082, -3.2873)  -0.246
N (4.1376, 0.3942, -3.2499)  -0.277
H (1.8257, -1.9350, -3.6778)  0.169
H (2.5553, -1.1549, -2.3023)  0.190
H (4.8618, 0.9439, -3.6964)  0.224
H (3.7431, 0.8091, -2.4000)  0.411
C (3.2453, 3.9069, 1.9744)  0.520
O (3.9298, 2.9193, 1.9863)  -0.587
N (3.2778, 5.0382, 1.0631)  -0.504
N (2.2104, 4.1338, 2.8839)  -0.500
H (3.2820, 5.9213, 1.5855)  0.237
H (4.0219, 4.8867, 0.4151)  0.230
H (1.9766, 3.3010, 3.3925)  0.255
H (1.3979, 4.6060, 2.5022)  0.336
C (1.7335, 0.8540, -0.1124)  0.024
O (2.5387, 1.1153, -0.9968)  -0.901
N (0.4419, 1.0526, -0.1793)  1.074
N (2.1848, 0.2798, 1.0406)  -0.313
H (0.0972, 1.4099, -1.0741)  -0.102
H (-0.1925, 1.1359, 0.5857)  -0.286
H (1.4858, 0.2864, 1.8019)  0.159
H (3.0955, 0.7086, 1.3076)  0.383



(3)
Below is a molecular structure, C15H43NaO7S6, with properties calculated with wB97M-V/def2-TZVPD.

- Energy relative to the best compared isomer or geometry (same formula, charge and spin): 985.01 kJ/mol
- Electronic energy: -99995.689 eV
- Total charge: 0
- HOMO energy: -7.4 eV

Last column: Mulliken charge in e.
CARTESIAN COORDINATES (ANGSTROEM)
Na (0.8156, -2.5760, 2.0159)  0.906
C (-1.3052, -0.1126, 0.1259)  0.239
C (0.1297, -0.7098, 0.0884)  2.527
C (1.0614, 0.2257, 0.7392)  -1.950
O (0.1445, -2.0380, 0.5124)  -1.342
H (-1.2100, 0.8351, -0.4041)  0.038
H (-1.7084, -0.0064, 1.1330)  0.353
H (-2.0310, -0.6981, -0.4385)  -1.555
H (0.5253, -0.6824, -0.9269)  1.095
H (1.1642, 1.1079, 0.1073)  0.199
H (2.0875, -0.1227, 0.8567)  0.846
H (0.7458, 0.6492, 1.6927)  -1.883
C (-4.0930, -0.0824, -1.6769)  -0.890
S (-3.8205, -1.6322, -0.7583)  0.681
O (-3.4248, -1.2099, 0.6733)  -0.616
C (-5.6119, -2.2376, -0.8047)  -1.173
H (-4.3995, -0.1508, -2.7206)  0.403
H (-3.1978, 0.5368, -1.6187)  0.175
H (-4.9229, 0.4582, -1.2217)  0.330
H (-6.1462, -2.0112, -1.7273)  0.390
H (-6.1931, -1.6160, -0.1237)  0.359
H (-5.4437, -3.2896, -0.5739)  0.328
C (-1.1712, -5.4980, -1.0401)  -1.020
S (-2.1197, -3.9819, -1.2958)  0.566
O (-2.8982, -3.8683, -0.0183)  -0.623
C (-0.6334, -2.9463, -1.4812)  -0.888
H (-0.8455, -5.4495, -0.0010)  0.213
H (-0.3437, -5.5137, -1.7494)  0.356
H (-2.0072, -6.1886, -1.1510)  0.416
H (-0.0789, -3.2762, -2.3597)  0.600
H (0.0352, -3.1000, -0.6342)  0.433
H (-0.9786, -1.9127, -1.5072)  -0.142
C (-1.2905, 0.3798, 3.0484)  -0.044
S (-2.0047, 1.7097, 4.2009)  0.374
O (-2.5393, 1.0116, 5.4202)  -0.630
C (-0.4594, 2.6561, 4.5649)  -0.183
H (-0.8250, 0.7371, 2.1298)  -0.450
H (-2.0603, -0.3241, 2.7322)  0.484
H (-0.4848, -0.2552, 3.4167)  0.313
H (0.1106, 2.0367, 5.2575)  0.293
H (-0.5889, 3.6935, 4.8732)  0.452
H (0.1183, 2.5981, 3.6424)  -0.338
C (3.8987, 2.6682, 3.3168)  -1.090
S (2.0805, 2.3869, 2.9734)  0.248
O (1.7582, 2.9535, 1.5704)  -0.597
C (2.2593, 0.5799, 2.5802)  -0.477
H (4.1437, 3.7096, 3.5256)  0.412
H (4.4561, 2.5607, 2.3863)  0.351
H (4.1931, 2.0999, 4.1991)  0.368
H (2.7090, 0.4017, 1.6034)  0.420
H (1.2541, 0.1675, 2.4929)  0.065
H (2.8645, 0.0317, 3.3022)  0.586
C (0.4414, 3.1775, -1.0925)  -0.553
S (1.8487, 2.5627, -2.1358)  0.686
O (1.2647, 1.4454, -3.0195)  -0.703
C (2.0653, 4.0614, -3.2453)  -1.020
H (-0.5368, 2.8748, -1.4661)  0.260
H (0.4144, 4.2653, -1.0291)  0.524
H (0.4319, 2.8272, -0.0604)  -0.055
H (2.9358, 3.9497, -3.8917)  0.359
H (2.1285, 4.9501, -2.6173)  0.369
H (1.1626, 4.0724, -3.8561)  0.322
C (2.5669, -0.9232, -4.3122)  -0.767
S (2.2901, -1.8786, -2.6895)  0.629
O (3.5424, -2.8409, -2.5559)  -0.755
C (2.4814, -0.4624, -1.5365)  -0.045
H (2.2967, -1.5341, -5.1736)  0.384
H (3.6050, -0.5995, -4.3869)  0.293
H (1.8548, -0.1029, -4.2221)  0.173
H (2.4085, -0.7791, -0.4961)  -0.163
H (1.6226, 0.2078, -1.5741)  -0.515
H (3.4569, 0.0213, -1.5875)  0.649



> Among the records above, which one has the highest HOMO energy?

C15H43ClN6O2P3